H37O18 | the ωB97M-V functional and the def2-TZVPD basis

The geometry in XYZ format:
```
55
Properties=species:S:1:pos:R:3:forces:R:3
O -2.140698 -1.713432 4.172881 0.048 0.188 0.130
H 2.293900 -3.266287 0.984850 -0.100 -0.009 -0.144
H 1.366013 -0.806442 -5.888448 0.619 -0.485 0.445
O 1.226014 -0.459930 -4.990821 -0.700 0.450 -1.226
H -1.824519 -1.910803 3.287256 0.193 -0.130 -0.090
O 0.744559 0.436867 2.093779 0.345 -0.389 0.574
H 0.447411 0.845764 2.908657 -0.397 0.048 0.358
H 0.147061 -0.297609 1.852561 0.228 0.394 0.140
O -4.991926 1.211695 1.181181 0.157 -0.718 0.183
H -4.377409 0.861469 0.512351 -0.374 0.619 0.228
H -5.179527 2.134129 1.009976 0.253 0.130 -0.411
O 0.767898 -3.186869 3.178829 -0.207 0.807 0.071
H 1.040496 -3.827504 3.831548 0.076 -0.430 0.124
H 0.746347 -3.612249 2.321635 -0.141 -0.027 0.514
O 3.292764 -0.581168 2.992027 0.678 -0.202 -0.208
H 2.383387 -0.254745 3.054877 -0.036 -0.106 0.420
H 3.688801 -0.803949 3.851352 -0.746 0.273 -0.468
O -0.615520 1.457645 -5.836381 -0.966 -0.870 -0.416
H -0.966407 1.716935 -6.704339 0.328 0.247 0.184
H -1.104132 0.612773 -5.704779 0.061 0.738 0.235
O 2.252298 -2.723606 -3.957748 0.910 -0.016 0.403
H 2.917739 -2.656280 -4.653114 -0.616 -0.638 -0.211
H 1.534383 -3.360574 -4.061323 0.264 0.130 -0.266
O -2.858645 3.570664 4.309803 0.158 -1.212 -0.420
H -2.133947 2.943221 4.452792 0.361 0.386 0.512
H -2.943302 -2.229115 4.264381 -0.184 -0.073 0.003
O 0.107856 3.435536 -2.103695 -0.103 -0.516 0.618
H 0.071286 3.013419 -2.965658 -0.019 0.722 -0.330
H 0.160361 4.392577 -2.064389 -0.069 -0.056 -0.733
O -0.879668 -0.740790 0.400583 -0.431 -0.047 0.071
H -1.095312 -1.216611 -0.411977 0.127 -0.203 -0.203
H -1.736859 -0.624604 0.828001 -0.286 0.063 -0.001
O 2.553172 -0.887657 -2.285625 0.806 -0.517 0.679
H 2.439544 -0.275677 -3.032036 -0.369 -0.381 0.063
H 2.648555 -1.837226 -2.605970 -0.689 0.986 -0.380
O 1.725344 -3.804573 0.412004 0.593 0.229 -0.442
H -3.391197 2.920942 3.823059 -0.606 0.634 -0.089
H 1.039826 -4.136724 0.985126 -0.363 -0.502 -0.266
O -2.983766 4.845675 -0.695180 -1.306 0.887 -0.016
H -3.418739 5.136402 -1.511299 0.595 -0.442 -0.405
H -3.624191 5.290208 -0.106203 0.723 -0.446 0.430
O 1.802032 -0.486782 -0.023496 0.481 0.679 -1.309
H 2.295687 -0.359598 0.816081 -0.022 -0.056 -0.507
H 1.475574 0.431129 -0.288716 -0.452 -0.024 1.226
O -0.161381 1.954903 4.854778 -0.521 -1.139 -1.200
H 0.130671 1.547855 5.679174 -0.016 1.133 -0.007
H -0.158467 2.903853 4.723356 0.649 0.082 1.022
O 0.233555 -3.558697 -2.323523 0.488 -1.134 0.765
H 0.398585 -4.517056 -2.385569 -0.476 0.078 -0.597
H 0.626543 -3.495317 -1.430345 -0.091 0.896 -0.040
O 0.821879 2.094852 0.052993 -1.210 0.231 -1.339
H 0.487563 2.537255 -0.774693 1.177 0.088 0.246
H -0.078264 1.887120 0.351102 0.438 -0.585 0.898
H 2.264309 -0.718859 -1.100995 0.114 -0.105 0.324
H 0.532461 0.167845 -5.280673 0.626 0.339 0.860
```
Forces are in eV/Å.

Properties
M: 325.28 g/mol
Kohn-Sham gap (spin up / spin down): 2.315 / 10.948 eV
Energy relative to the best compared isomer or geometry (same formula, charge and spin): 1.633 eV
2S+1: 2
HOMO (spin up / spin down): -2.21 / -10.89 eV